(1)
C6H14N2O3S | ωB97M-V with the def2-TZVPD basis set

- gap between HOMO and LUMO (alpha / beta) (eV) = 8.3382 / 8.3350
- HOMO (alpha / beta) (eV) = -8.25 / -8.25
- 2S+1 = 1
- net charge = 0

Geometry (Å):
C: 1.11613 1.61733 -0.18059
C: -0.05843 -1.80612 1.40357
C: 2.24094 -1.18893 0.27786
C: -2.73077 -0.39082 -0.64295
C: 0.72459 -1.34018 0.12114
C: -0.10278 0.90811 0.11748
N: 1.49291 1.54332 -1.52734
N: -0.71031 1.13678 1.33721
O: 1.88279 2.03939 0.69455
O: -2.00735 2.06287 -1.31466
O: -0.83240 0.22510 -2.34810
S: -1.37309 0.72600 -1.15484
H: -0.44545 -0.89198 1.80838
H: -0.71217 -2.66973 1.31630
H: 0.72660 -1.96550 2.14393
H: 2.55545 -1.29521 1.29449
H: 2.54059 -2.07567 -0.28405
H: 2.62983 -0.25227 -0.07476
H: -3.05052 -0.53861 -1.64083
H: -2.22071 -1.22829 -0.29106
H: -3.38130 0.09093 0.04270
H: 0.28696 -1.49737 -0.84696
H: 0.78356 1.40269 -2.22558
H: 2.32799 2.16812 -1.65985
H: -0.11551 1.49931 2.14085
H: -1.56753 1.72072 1.49313

=====

(2)
C6H14N2P | ωB97M-V with the def2-TZVPD basis set

- gap between HOMO and LUMO (eV) = 8.9342
- HOMO (eV) = -12.60
- 2S+1 = 1
- SMILES = C[NH+]=C=NC(C)(C)CP
- net charge = +1

Geometry (Å):
C: -3.71446 -0.86527 0.57130
N: -2.64429 -1.17464 -0.27174
C: -1.46284 -0.73499 -0.25669
N: -0.33058 -0.47371 -0.02728
C: 0.80491 0.42450 -0.27479
C: 0.42656 1.72369 -1.19987
C: 1.09159 0.78248 1.11080
C: 2.03043 -0.29902 -0.82838
P: 3.34179 -1.16148 0.19855
H: -3.87477 -1.83176 0.98096
H: -4.62355 -0.50644 0.05260
H: -3.53531 -0.03307 1.31602
H: -2.94227 -1.89506 -1.05917
H: -0.38757 2.14659 -0.65416
H: 0.32105 1.60612 -2.28311
H: 1.38853 2.16898 -1.24314
H: 0.17092 1.01626 1.77241
H: 1.70758 1.70063 1.20809
H: 1.63053 -0.02228 1.62106
H: 1.78590 -1.10555 -1.53560
H: 2.72646 0.46637 -1.29042
H: 3.58407 -0.07855 1.08683
H: 2.50533 -1.85377 1.00574

=====

(3)
C6H14N3O | ωB97M-V with the def2-TZVPD basis set

- gap between HOMO and LUMO (alpha / beta) (eV) = 8.0741 / 7.2156
- HOMO (alpha / beta) (eV) = -11.57 / -10.67
- 2S+1 = 1
- net charge = +1

Geometry (Å):
C: 0.30464 -0.14936 1.62813
C: 1.60219 0.34207 -1.31725
C: 1.17912 -1.08399 2.39183
C: -1.66737 -1.02046 -1.42175
C: -1.67182 1.29179 -0.34095
C: -1.15083 -0.10573 -0.36112
N: 0.06122 1.06325 2.15071
N: 2.19209 0.61164 -2.44172
N: -0.40697 -0.66314 0.61407
O: 1.93187 0.25251 -0.16216
H: 1.32835 -0.72951 3.40871
H: 2.15604 -1.15893 1.91178
H: 0.74188 -2.07999 2.43572
H: -2.71299 -1.27464 -1.23495
H: -1.09853 -1.94582 -1.47990
H: -1.63505 -0.53431 -2.39566
H: -2.16961 1.49731 -1.28577
H: -0.88530 2.03555 -0.22013
H: -2.41577 1.42552 0.44884
H: 0.65020 1.40272 2.89051
H: -0.53335 1.72901 1.68925
H: 1.68586 0.61263 -3.31377
H: 3.19651 0.78635 -2.48370
H: -0.18652 -1.64044 0.43461

=====

(4)
C6H14N3PS | ωB97M-V with the def2-TZVPD basis set

- gap between HOMO and LUMO (alpha / beta) (eV) = 6.9085 / 4.0767
- HOMO (alpha / beta) (eV) = -6.05 / -7.29
- 2S+1 = 3
- net charge = 0

Geometry (Å):
C: -0.89226 -1.45180 2.02914
C: 0.46497 -1.31181 1.62867
C: -1.74147 1.87262 0.95302
C: -2.48998 1.88198 -0.26522
C: 2.20623 -0.94391 -1.85617
C: 2.39780 0.12413 -0.81177
N: -0.51940 -1.52135 0.63092
N: -1.92199 0.70990 0.20712
N: 1.28059 0.97358 -0.62763
P: -0.87534 -0.36071 -0.52528
S: -1.73793 -1.14749 -2.10625
H: -1.23128 -2.45585 2.60840
H: -1.36623 -0.54708 2.42506
H: 0.69672 -0.28703 1.64495
H: 1.29576 -1.90106 1.64747
H: -0.74665 2.15522 1.01789
H: -2.32440 1.84118 1.76162
H: -3.56773 1.95871 -0.19527
H: -2.18246 2.39103 -1.13185
H: 1.47971 -1.63603 -1.45704
H: 1.68104 -0.64303 -2.87179
H: 3.12251 -1.48354 -2.21824
H: 2.65437 -0.35399 0.11344
H: 3.36153 0.78446 -1.12436
H: 0.95589 1.35185 -1.47684

=====

(5)
C6H14N3S | ωB97M-V with the def2-TZVPD basis set

- gap between HOMO and LUMO (alpha / beta) (eV) = 6.9319 / 6.9324
- HOMO (alpha / beta) (eV) = -12.78 / -12.78
- 2S+1 = 1
- net charge = +1

Geometry (Å):
C: 0.72076 -1.00636 1.32075
C: -0.04818 -1.98251 -0.67388
C: 0.65181 0.26749 0.41158
C: -2.97385 0.88230 -0.68114
C: 3.35467 1.26935 0.09506
C: -1.86760 0.53971 0.31927
N: 0.61742 -2.14426 0.53010
N: -0.68900 -0.89666 -1.25387
N: -0.57416 0.26073 -0.42983
S: 2.08387 0.29691 -0.78136
H: 1.62125 -1.12382 1.78927
H: -0.00155 -0.88513 2.06674
H: 0.53132 -2.57766 -1.52477
H: -0.58693 -2.98188 -0.90808
H: 0.50963 1.21836 1.10529
H: -2.81108 1.87756 -0.78833
H: -2.96723 0.25247 -1.55279
H: -3.86041 0.63422 -0.15156
H: 4.31280 1.04420 -0.57401
H: 3.35109 0.86783 1.04572
H: 3.04122 2.41088 -0.05427
H: -2.21067 -0.32086 0.80672
H: -1.57537 1.21100 1.10582
H: -0.62983 0.88611 -1.22244

=====

(6)
C6H14N4O2 | ωB97M-V with the def2-TZVPD basis set

- gap between HOMO and LUMO (eV) = 8.6366
- HOMO (eV) = -8.84
- 2S+1 = 1
- net charge = 0

Geometry (Å):
C: 0.43869 -1.02407 1.18499
C: 1.77039 -0.98569 0.35262
C: 2.13016 0.36199 -0.27403
C: 1.34672 0.49928 -1.73654
C: -0.67223 1.43322 -0.80281
C: -0.67636 -1.52466 0.39409
H: -0.04259 1.10565 1.51133
H: 0.55577 0.27491 3.06584
H: 0.45872 -2.00750 1.87728
H: 1.69631 -1.93024 -0.25545
H: 2.52570 -1.30180 1.12359
H: 1.66132 1.44271 0.29849
H: 3.29289 0.34116 -0.37867
H: 1.64062 1.48703 -2.22643
H: 1.62921 -0.35237 -2.49924
H: -0.61447 -0.25398 -2.22245
H: -2.15051 1.92113 0.83703
H: -2.48721 0.67647 -0.88928
H: -0.24567 3.20516 -0.04066
H: -1.42182 -0.64079 1.88891
N: 0.07785 0.08079 2.06057
N: -0.10498 0.37439 -1.55417
N: -2.04910 1.63010 -0.51241
N: 0.26712 2.27536 -0.10884
O: -1.84628 -1.17718 1.11757
O: -0.63607 -2.20438 -0.61712

=====

(7)
C6H14N4O2 | ωB97M-V with the def2-TZVPD basis set

- gap between HOMO and LUMO (eV) = 9.2952
- HOMO (eV) = -8.63
- 2S+1 = 1
- SMILES = [H]/N=C(/N)NCCC[C@H](N)C(=O)O
- net charge = 0

Geometry (Å):
H: -3.17239 2.05502 0.42043
N: -3.61068 1.12399 0.41416
C: -2.91728 0.11468 -0.02402
N: -3.41166 -1.15839 0.20400
N: -1.78312 0.25250 -0.75342
C: -0.78936 -0.83316 -0.84028
C: -0.07115 -0.99186 0.55146
C: 0.57594 0.17405 1.23961
C: 1.72836 0.92024 0.37533
N: 1.21221 1.80994 -0.64697
C: 2.71886 -0.10590 -0.12839
O: 2.76704 -0.60203 -1.23656
O: 3.60006 -0.50504 0.82228
H: -4.31764 -1.20641 0.62060
H: -3.35286 -1.79516 -0.62932
H: -1.44530 1.18734 -0.75192
H: -1.27647 -1.80540 -1.05805
H: -0.13269 -0.64579 -1.71239
H: 0.69945 -1.72261 0.17444
H: -0.77569 -1.65916 1.11549
H: 1.11381 -0.16752 2.14606
H: -0.18854 0.84553 1.70569
H: 2.20399 1.59515 1.08668
H: 0.35508 2.29976 -0.40461
H: 0.89110 1.18947 -1.39379
H: 4.14188 -1.17822 0.42830

=====

(8)
C6H14N4O2 | ωB97M-V with the def2-TZVPD basis set

- gap between HOMO and LUMO (eV) = 8.4164
- HOMO (eV) = -8.81
- 2S+1 = 1
- net charge = 0

Geometry (Å):
C: 0.98554 2.88940 3.88031
C: 3.65523 2.48408 6.75021
C: 3.79587 0.14246 3.92797
C: 2.29277 0.07508 5.86492
C: -3.06052 -1.32085 -4.38850
C: -2.58139 0.21897 -6.17756
N: 1.25909 3.36611 4.90208
N: 3.60375 1.97201 5.33144
N: 3.21617 0.84236 5.04925
N: -3.50883 -0.16575 -5.13595
O: 2.79540 3.16530 7.21867
O: 4.73763 1.98224 7.02106
H: 4.47863 0.81328 3.41091
H: 4.33528 -0.73808 4.27907
H: 2.99695 -0.17027 3.25144
H: 1.74352 -0.62960 5.24751
H: 2.85847 -0.47151 6.62522
H: 1.60246 0.74792 6.37153
H: -3.80655 -1.57046 -3.63383
H: -2.87957 -2.20755 -5.01762
H: -2.12783 -1.06467 -3.88302
H: -1.64577 0.53214 -5.71018
H: -2.35488 -0.59258 -6.88751
H: -2.99644 1.06413 -6.72735
H: 1.55207 3.71756 5.79695
H: -4.42210 -0.35057 -5.53953

=====

ΔE to the lowest compared entry with this formula, charge and spin in eV, matching the order above: 2.575, 2.735, 0.617, 0.000, 7.421, 6.190, 1.275, 4.958